No. 1
72
Properties=species:S:1:pos:R:3 method="wB97M-V/def2-TZVPD" mol_weight_da=837.95 multiplicity=1 lumo_ev=-1.5589
Pb 0.1221 1.1837 -0.3912
O -2.0460 2.1501 -4.0011
C -1.2519 2.1631 -3.0673
N -0.4845 1.1660 -2.5934
C -0.2013 0.0114 -3.2963
C -0.6570 -0.2314 -4.5944
C -0.2896 -1.3692 -5.2797
C 0.5386 -2.3018 -4.6722
C 1.0077 -2.0889 -3.3922
C 0.6649 -0.9375 -2.6780
N 1.1385 -0.6366 -1.4073
C 1.9474 -1.4456 -0.7124
O 2.2985 -2.5993 -0.9618
C 2.4958 -0.8354 0.5593
C 3.4715 -1.5538 1.2516
C 4.0284 -1.0150 2.3940
C 3.5860 0.2288 2.8325
C 2.5953 0.8603 2.1014
N 2.0762 0.3486 0.9951
C -1.0288 3.4809 -2.3563
C -1.6873 4.6108 -2.8428
C -1.3835 5.8484 -2.3109
C -0.4256 5.9302 -1.3088
C 0.1515 4.7558 -0.8622
N -0.1456 3.5670 -1.3635
H -1.2974 0.5006 -5.0589
H -0.6513 -1.5250 -6.2876
H 0.8220 -3.1997 -5.2033
H 1.6596 -2.8213 -2.9466
H 3.7548 -2.5199 0.8637
H 4.7949 -1.5500 2.9365
H 3.9937 0.6913 3.7191
H 2.2021 1.8246 2.4043
H -2.4165 4.4827 -3.6282
H -1.8719 6.7386 -2.6757
H -0.1323 6.8783 -0.8867
H 0.9013 4.7696 -0.0816
C 0.1039 -0.0650 5.0604
C -0.4290 0.8741 4.0523
N -1.0378 0.3941 2.9653
N -1.1426 -0.8513 2.6955
C -1.4738 -1.4332 1.5716
S -1.8011 -0.7735 0.0498
S -1.6485 -3.1812 1.8246
C -0.3611 -3.8692 0.6814
C -0.8795 -4.6128 -0.4976
C -1.3339 -3.9378 -1.6220
C -1.7355 -4.6383 -2.7438
C -1.6994 -6.0226 -2.7512
C -1.2683 -6.7051 -1.6254
C -0.8670 -6.0021 -0.5046
C -0.4350 2.2840 3.9747
C 0.0842 3.3179 4.7619
C -0.0620 4.6107 4.3047
C -0.7123 4.8939 3.1041
C -1.2646 3.8914 2.3222
C -1.1149 2.5960 2.7741
O -1.5148 1.4604 2.1532
H -0.7099 -0.6738 5.4543
H 0.5871 0.4694 5.8718
H 0.8148 -0.7503 4.5992
H 0.2028 -4.5317 1.3349
H 0.2584 -3.0287 0.3823
H -1.3652 -2.8609 -1.6399
H -2.0721 -4.0892 -3.6107
H -2.0003 -6.5731 -3.6311
H -1.2425 -7.7862 -1.6187
H -0.5172 -6.5344 0.3671
H 0.5916 3.1086 5.6909
H 0.3327 5.4324 4.8820
H -0.7803 5.9160 2.7658
H -1.7851 4.1088 1.4039

No. 2
65
Properties=species:S:1:pos:R:3 method="wB97M-V/def2-TZVPD" mol_weight_da=530.64 multiplicity=1 lumo_ev=-1.8330
C -2.7147 -4.8645 3.8829
C -2.1911 -3.6115 4.2180
C -1.4172 -2.8984 3.2965
C -1.1838 -3.4232 2.0180
S -0.0641 -2.6210 0.8412
C -0.5421 -0.9587 0.4985
C -0.2821 0.0416 1.5398
O -1.2179 0.6647 2.0733
C 1.1488 0.3985 1.8496
C 2.2334 0.0151 1.0524
C 3.4888 0.6027 1.2231
C 3.6833 1.5558 2.2271
C 2.6240 1.8923 3.0786
C 1.3731 1.3026 2.9049
O 1.2190 -2.6338 1.5026
O -0.2654 -3.3575 -0.3849
C -1.7055 -4.6828 1.6876
C -2.4717 -5.3958 2.6125
H -3.3050 -5.4259 4.6091
H -2.3758 -3.1877 5.2069
H -0.9946 -1.9334 3.5695
H -1.5913 -1.0388 0.2179
H 2.0858 -0.7384 0.2831
H 4.3104 0.3090 0.5647
H 4.6604 2.0266 2.3523
H 2.7606 2.6267 3.8756
H 0.5359 1.5649 3.5549
H -1.5021 -5.1075 0.7071
H -2.8712 -6.3727 2.3345
C 4.6076 4.6299 -1.0352
O 3.3582 4.6020 -0.3129
C 2.3973 3.7201 -0.6913
C 1.2258 3.6811 0.1035
C 0.3133 2.6708 -0.0749
C 0.4764 1.6873 -1.0787
C -0.5275 0.6574 -1.2626
C -0.3320 -0.4844 -2.1587
C -1.6162 -0.8945 -2.6494
C -1.7413 -1.9730 -3.5105
C -0.5858 -2.6846 -3.8538
C 0.6670 -2.3067 -3.3462
C 0.8077 -1.1940 -2.5063
C -2.6211 0.0264 -2.1334
C -1.9587 1.0147 -1.3260
C -2.6866 2.1088 -0.8685
C -4.0642 2.1664 -1.1292
C -4.7065 1.1801 -1.8954
C -3.9758 0.1073 -2.4181
C 1.6047 1.8019 -1.9237
C 2.5483 2.7995 -1.7523
H 5.1670 5.4357 -0.5577
H 5.1466 3.6788 -0.9260
H 4.4515 4.8541 -2.0985
H 1.1055 4.4233 0.8935
H -0.5393 2.6142 0.6042
H -2.7313 -2.2360 -3.8814
H -0.6592 -3.5521 -4.5095
H 1.5577 -2.8797 -3.6064
H 1.7813 -0.8941 -2.1165
H -2.1976 2.9153 -0.3309
H -4.6394 3.0042 -0.7378
H -5.7765 1.2561 -2.0909
H -4.4273 -0.6606 -3.0440
H 1.7255 1.1173 -2.7615
H 3.4171 2.8580 -2.4104

No. 3
74
Properties=species:S:1:pos:R:3 method="wB97M-V/def2-TZVPD" mol_weight_da=893.13 total_charge=+1 multiplicity=5 lumo_ev="-2.4042 / -6.1784" e_above_lowest_kj_mol=74.9
Pt -0.1962 -0.1270 0.1320
F 3.9658 -2.7811 2.4131
C 3.1150 -1.7548 2.4638
C 2.0944 -1.6857 1.5353
C 1.1892 -0.6425 1.6171
C 1.3186 0.3332 2.6130
C 2.4047 0.2473 3.4752
F 2.6210 1.2209 4.3765
C 3.3106 -0.7887 3.4282
C 0.2746 1.3788 2.6993
C -0.1014 2.0128 3.8815
C -1.1541 2.9100 3.8721
C -1.8153 3.1778 2.6795
C -1.3993 2.5181 1.5463
N -0.3876 1.6403 1.5525
H 2.0184 -2.4561 0.7711
H 4.1502 -0.8311 4.1101
H 0.4128 1.7779 4.8024
H -1.4571 3.3992 4.7898
H -2.6368 3.8814 2.6324
H -1.8685 2.7099 0.5879
N -2.0613 -1.0552 1.3333
C -2.4088 -2.4800 1.1385
C -2.5442 -2.8095 -0.3343
C -1.1760 -2.9373 -0.9771
O -0.7329 -4.0185 -1.3104
O -0.5335 -1.7892 -1.1446
H -1.8768 -0.8680 2.3105
H -2.8277 -0.4652 1.0324
H -3.3437 -2.7138 1.6457
H -1.6277 -3.0866 1.5938
H -3.1009 -2.0214 -0.8511
H -3.0459 -3.7614 -0.4699
O 1.5845 0.4205 -1.0853
Si 3.1067 0.0824 -1.3477
C 4.2445 0.5904 0.0416
C 3.9527 1.8133 0.6653
C 4.7655 2.3106 1.6782
C 5.8791 1.5878 2.0930
C 6.1741 0.3664 1.4997
C 5.3609 -0.1302 0.4840
C 3.7803 0.8068 -2.9735
C 2.8548 1.1979 -3.9508
C 3.3011 1.8129 -5.1098
C 4.6674 1.9968 -5.3157
C 5.5912 1.5930 -4.3517
C 5.1555 0.9856 -3.1857
C 3.5328 -1.6897 -1.9956
C 4.8528 -2.1171 -2.2680
C 5.0786 -3.4518 -2.5308
C 4.0006 -4.3424 -2.5992
C 2.6857 -3.9039 -2.3971
C 2.4410 -2.5684 -2.1360
H 3.0773 2.3815 0.3517
H 4.5280 3.2613 2.1444
H 6.5086 1.9696 2.8898
H 7.0320 -0.2078 1.8329
H 5.6025 -1.0942 0.0495
H 1.7981 1.0357 -3.7776
H 2.5865 2.1440 -5.8559
H 5.0166 2.4493 -6.2364
H 6.6515 1.7553 -4.5085
H 5.8802 0.6915 -2.4321
H 5.6895 -1.4329 -2.2559
H 6.0922 -3.7977 -2.6979
H 4.1860 -5.3838 -2.8379
H 1.8452 -4.5875 -2.4302
H 1.4245 -2.2295 -1.9808
Cl -3.5767 2.2250 -3.9928
C -2.0804 2.5707 -3.1386
Cl -0.7300 2.5845 -4.2502
Cl -2.1949 4.1167 -2.2862
C -1.8834 1.5275 -2.1145
N -1.7945 0.7828 -1.2546

No. 4
75
Properties=species:S:1:pos:R:3 method="wB97M-V/def2-TZVPD" mol_weight_da=971.18 multiplicity=1 lumo_ev=-0.3799 e_above_lowest_kj_mol=26.8
Pb -0.6490 -0.4952 0.3912
C 4.1646 -2.8360 -1.7586
O 3.6289 -1.9045 -0.8311
C 3.3867 -0.6542 -1.2900
C 3.5168 -0.1971 -2.5890
C 3.1952 1.1328 -2.9448
C 2.7175 2.0367 -2.0324
C 2.5658 1.5763 -0.7194
C 2.0216 2.1105 0.4807
N 2.0955 1.2061 1.4139
N 1.7738 1.3307 2.7110
C 1.2974 0.1916 3.2568
O 1.1622 -0.9136 2.7249
C 0.9279 0.3631 4.7023
C 0.7919 1.6099 5.3011
C 0.3851 1.7017 6.6236
C 0.1256 0.5508 7.3563
C 0.2731 -0.6959 6.7632
C 0.6677 -0.7877 5.4372
C 2.9113 0.2895 -0.3745
O 2.6934 0.0459 0.9460
H 4.3994 -3.7297 -1.1885
H 5.0710 -2.4413 -2.2214
H 3.4313 -3.0804 -2.5334
H 3.8681 -0.8696 -3.3557
H 3.2972 1.4248 -3.9791
H 2.4177 3.0321 -2.3208
H 1.5774 3.0625 0.7117
H 1.0119 2.5017 4.7265
H 0.2761 2.6738 7.0859
H -0.1881 0.6259 8.3893
H 0.0789 -1.5947 7.3324
H 0.7798 -1.7477 4.9534
Cl -3.8407 5.7726 -1.6354
C -2.8213 4.3599 -1.5649
C -2.2951 3.8502 -2.7121
C -1.4668 2.7135 -2.6920
I -0.6684 2.0586 -4.4984
C -1.1518 2.0230 -1.5265
O -0.3880 0.9983 -1.4649
C -1.7152 2.6022 -0.3139
N -1.3840 1.9826 0.8488
C -1.7981 2.4695 1.9922
C -2.6054 3.6154 2.0806
C -2.9749 4.2435 0.9260
C -2.5299 3.7524 -0.3206
H -2.5191 4.3289 -3.6547
H -1.4795 1.9498 2.8890
H -2.9220 3.9808 3.0467
H -3.6044 5.1218 0.9499
N -1.9851 -0.9569 2.7276
C -3.3247 -1.5241 2.5187
C -3.3155 -2.5653 1.4004
C -3.4580 -1.9873 -0.0049
O -4.2840 -2.4551 -0.7561
O -2.6764 -0.9944 -0.3198
H -1.3559 -1.6199 3.1711
H -2.0202 -0.1503 3.3416
H -3.9890 -0.7028 2.2446
H -3.7172 -1.9704 3.4377
H -4.1346 -3.2697 1.5353
H -2.3840 -3.1411 1.4531
N 0.1350 -2.3196 -1.5733
C 0.2791 -2.5724 -2.6825
C 0.4395 -2.8755 -4.0838
C 0.6530 -4.1884 -4.4926
C 0.8038 -4.4556 -5.8425
C 0.7447 -3.4198 -6.7663
C 0.5294 -2.1137 -6.3478
C 0.3747 -1.8324 -5.0009
H 0.6865 -4.9828 -3.7610
H 0.9619 -5.4720 -6.1744
H 0.8599 -3.6342 -7.8200
H 0.4731 -1.3127 -7.0711
H 0.1948 -0.8256 -4.6517

No. 5
72
Properties=species:S:1:pos:R:3 method="wB97M-V/def2-TZVPD" mol_weight_da=884.99 total_charge=-1 multiplicity=1 lumo_ev=2.4210 e_above_lowest_kj_mol=22.6
Pt -0.5439 -0.4427 -0.5246
N 0.1171 1.9657 1.3102
C 0.0809 2.9111 0.3341
C -0.0070 4.2569 0.6583
C 0.0156 5.2667 -0.3086
C 0.1487 4.9629 -1.6337
C 0.2119 3.6064 -2.0227
C 0.3609 3.2515 -3.3833
C 0.4031 1.9437 -3.7465
C 0.2347 0.9701 -2.7503
N 0.0940 1.2582 -1.4732
C 0.1287 2.5688 -1.0650
H 0.2173 2.3182 2.2469
H 0.5811 1.0683 1.1340
H -0.0639 4.5236 1.7075
H -0.0439 6.3003 0.0103
H 0.2004 5.7311 -2.3942
H 0.4347 4.0424 -4.1205
H 0.5049 1.6323 -4.7759
H 0.1641 -0.0755 -3.0184
F -1.1849 -2.1337 0.2272
O 1.4004 -0.2635 0.4087
C 2.0312 -1.3139 1.0556
C 1.4470 -1.5476 2.4516
C 0.1414 -1.4422 2.8262
C -0.0682 -1.7796 4.1915
C 1.0809 -2.1378 4.8281
S 2.4260 -2.0596 3.7748
C 3.5053 -0.9467 1.1910
C 4.6230 -1.6987 0.9912
C 5.8268 -0.9823 1.2474
C 5.5911 0.3021 1.6303
S 3.9157 0.6512 1.6726
C 1.9231 -2.5884 0.2281
C 2.0167 -2.6486 -1.1308
C 1.8810 -3.9678 -1.6366
C 1.6956 -4.8839 -0.6452
S 1.6684 -4.1444 0.8949
H -0.6449 -1.1600 2.1409
H -1.0357 -1.7560 4.6735
H 1.2045 -2.4384 5.8563
H 4.5784 -2.7312 0.6739
H 6.8170 -1.4025 1.1392
H 6.3167 1.0627 1.8711
H 2.1948 -1.7658 -1.7292
H 1.8990 -4.2216 -2.6872
H 1.5367 -5.9456 -0.7450
S -2.8879 -0.1337 -3.6419
P -3.6748 -0.2768 -1.8392
S -2.6740 0.4976 -0.2393
C -5.3070 0.5512 -1.8343
C -6.3924 -0.0634 -2.4548
C -7.6215 0.5733 -2.5143
C -7.7788 1.8365 -1.9572
C -6.7009 2.4555 -1.3428
C -5.4701 1.8154 -1.2799
C -4.1091 -2.0044 -1.4412
C -4.4637 -2.3519 -0.1413
C -4.8668 -3.6440 0.1503
C -4.9142 -4.6027 -0.8542
C -4.5498 -4.2641 -2.1483
C -4.1481 -2.9672 -2.4413
H -6.2722 -1.0463 -2.8946
H -8.4585 0.0829 -2.9960
H -8.7399 2.3340 -2.0026
H -6.8157 3.4410 -0.9084
H -4.6265 2.2968 -0.8008
H -4.3933 -1.6105 0.6445
H -5.1286 -3.9098 1.1669
H -5.2227 -5.6153 -0.6239
H -4.5679 -5.0117 -2.9319
H -3.8399 -2.6917 -3.4423

No. 6
72
Properties=species:S:1:pos:R:3 method="wB97M-V/def2-TZVPD" mol_weight_da=801.75 total_charge=+1 multiplicity=2 lumo_ev="-3.5005 / -3.9320" e_above_lowest_kj_mol=255.9
Ir 0.1186 0.9338 -0.2387
C -6.4563 1.0602 1.0121
C -5.1035 0.6492 0.5045
C -4.5700 -0.6049 0.8033
C -3.3013 -0.9574 0.3995
C -2.4995 -0.0920 -0.3524
N -1.1791 -0.4599 -0.6839
C -0.9286 -1.7677 -1.0813
C -1.7723 -2.4410 -1.9715
C -1.4904 -3.7243 -2.3881
C -0.3421 -4.3972 -1.9637
C -0.0128 -5.7727 -2.4712
C 0.4958 -3.7389 -1.0800
C 0.1925 -2.4591 -0.6274
N 1.0140 -1.8936 0.3947
C 1.6319 -2.5554 1.3844
C 2.4047 -1.6574 2.0909
C 2.1894 -0.4422 1.4602
N 1.3577 -0.5804 0.4250
C -3.0560 1.1537 -0.6771
C -4.3238 1.5196 -0.2367
N -2.3354 2.0891 -1.4809
C -2.8020 3.0940 -2.2341
C -1.7224 3.7300 -2.8206
C -0.6104 3.0364 -2.3710
N -0.9852 2.0246 -1.5802
H -7.1408 0.2132 1.0339
H -6.8962 1.8389 0.3905
H -6.3846 1.4484 2.0300
H -5.1528 -1.3058 1.3883
H -2.8932 -1.9215 0.6736
H -2.6531 -1.9304 -2.3393
H -2.1679 -4.2137 -3.0772
H -0.9190 -6.3446 -2.6667
H 0.5917 -6.3272 -1.7544
H 0.5486 -5.7196 -3.4062
H 1.4004 -4.2217 -0.7303
H 1.4775 -3.6127 1.5111
H 3.0247 -1.8599 2.9452
H 2.5859 0.5302 1.7007
H -4.7041 2.5068 -0.4664
H -3.8582 3.2726 -2.3306
H -1.7489 4.5714 -3.4890
H 0.4338 3.1918 -2.5853
Cl 1.3293 4.1134 6.3582
C 0.8899 3.2119 4.9494
C 0.2498 1.9691 5.1106
C -0.1196 1.2254 4.0258
Cl -0.8962 -0.3006 4.2415
C 0.1249 1.6692 2.6950
O -0.2488 0.8924 1.7338
C 0.7884 2.9149 2.5634
C 1.1140 3.4457 1.2892
O 0.8616 2.9389 0.1838
C 1.1550 3.6791 3.7003
H 0.0491 1.5964 6.1059
H 1.6013 4.4277 1.2707
H 1.6440 4.6348 3.5628
C 2.4295 1.1936 -1.7672
C 3.5533 0.3505 -1.5871
C 4.4826 0.6063 -0.5583
C 5.5953 -0.1959 -0.3975
C 5.8055 -1.2683 -1.2586
C 4.9014 -1.5394 -2.2816
C 3.7843 -0.7437 -2.4448
H 1.7523 1.0353 -2.5996
H 2.2300 2.0199 -1.0975
H 4.3254 1.4605 0.0910
H 6.3076 0.0118 0.3901
H 6.6830 -1.8898 -1.1382
H 5.0763 -2.3728 -2.9488
H 3.0733 -0.9494 -3.2359

Please write out number 6 again, unchanged.
72
Properties=species:S:1:pos:R:3 method="wB97M-V/def2-TZVPD" mol_weight_da=801.75 total_charge=+1 multiplicity=2 lumo_ev="-3.5005 / -3.9320" e_above_lowest_kj_mol=255.9
Ir 0.1186 0.9338 -0.2387
C -6.4563 1.0602 1.0121
C -5.1035 0.6492 0.5045
C -4.5700 -0.6049 0.8033
C -3.3013 -0.9574 0.3995
C -2.4995 -0.0920 -0.3524
N -1.1791 -0.4599 -0.6839
C -0.9286 -1.7677 -1.0813
C -1.7723 -2.4410 -1.9715
C -1.4904 -3.7243 -2.3881
C -0.3421 -4.3972 -1.9637
C -0.0128 -5.7727 -2.4712
C 0.4958 -3.7389 -1.0800
C 0.1925 -2.4591 -0.6274
N 1.0140 -1.8936 0.3947
C 1.6319 -2.5554 1.3844
C 2.4047 -1.6574 2.0909
C 2.1894 -0.4422 1.4602
N 1.3577 -0.5804 0.4250
C -3.0560 1.1537 -0.6771
C -4.3238 1.5196 -0.2367
N -2.3354 2.0891 -1.4809
C -2.8020 3.0940 -2.2341
C -1.7224 3.7300 -2.8206
C -0.6104 3.0364 -2.3710
N -0.9852 2.0246 -1.5802
H -7.1408 0.2132 1.0339
H -6.8962 1.8389 0.3905
H -6.3846 1.4484 2.0300
H -5.1528 -1.3058 1.3883
H -2.8932 -1.9215 0.6736
H -2.6531 -1.9304 -2.3393
H -2.1679 -4.2137 -3.0772
H -0.9190 -6.3446 -2.6667
H 0.5917 -6.3272 -1.7544
H 0.5486 -5.7196 -3.4062
H 1.4004 -4.2217 -0.7303
H 1.4775 -3.6127 1.5111
H 3.0247 -1.8599 2.9452
H 2.5859 0.5302 1.7007
H -4.7041 2.5068 -0.4664
H -3.8582 3.2726 -2.3306
H -1.7489 4.5714 -3.4890
H 0.4338 3.1918 -2.5853
Cl 1.3293 4.1134 6.3582
C 0.8899 3.2119 4.9494
C 0.2498 1.9691 5.1106
C -0.1196 1.2254 4.0258
Cl -0.8962 -0.3006 4.2415
C 0.1249 1.6692 2.6950
O -0.2488 0.8924 1.7338
C 0.7884 2.9149 2.5634
C 1.1140 3.4457 1.2892
O 0.8616 2.9389 0.1838
C 1.1550 3.6791 3.7003
H 0.0491 1.5964 6.1059
H 1.6013 4.4277 1.2707
H 1.6440 4.6348 3.5628
C 2.4295 1.1936 -1.7672
C 3.5533 0.3505 -1.5871
C 4.4826 0.6063 -0.5583
C 5.5953 -0.1959 -0.3975
C 5.8055 -1.2683 -1.2586
C 4.9014 -1.5394 -2.2816
C 3.7843 -0.7437 -2.4448
H 1.7523 1.0353 -2.5996
H 2.2300 2.0199 -1.0975
H 4.3254 1.4605 0.0910
H 6.3076 0.0118 0.3901
H 6.6830 -1.8898 -1.1382
H 5.0763 -2.3728 -2.9488
H 3.0733 -0.9494 -3.2359